{"formula": "C8H21B3F2O8Tl", "method": "wB97M-V/def2-TZVPD", "spin_multiplicity": 1, "relative_energy_ev": 0.0000, "homo_lumo_gap_ev": 3.54, "e_tot_ev": -37159.6207, "total_charge": -1, "elements": ["Tl", "B", "H", "H", "H", "H", "B", "H", "H", "H", "H", "B", "H", "H", "H", "H", "C", "C", "O", "O", "H", "H", "H", "C", "C", "O", "C", "O", "O", "F", "H", "H", "H", "C", "C", "O", "C", "O", "O", "F", "H", "H", "H"], "xyz": [[3.87145, 2.76988, 11.70939], [2.27407, 0.63056, 10.20635], [1.25557, 0.98546, 10.17553], [2.85213, 1.42978, 9.76894], [2.58436, 0.45111, 11.22407], [2.46360, -0.30485, 9.70303], [1.90898, 4.95312, 12.54495], [2.77100, 5.41304, 12.08710], [1.28133, 5.70843, 12.99195], [1.34954, 4.39317, 11.81166], [2.31318, 4.23131, 13.23767], [5.12672, -0.17306, 11.81194], [4.24199, -0.21289, 12.42831], [5.52577, -1.14119, 11.55171], [4.84243, 0.37467, 10.92684], [5.91595, 0.46854, 12.17210], [1.08924, 0.49373, 15.60567], [1.78994, 0.34794, 14.24673], [1.74228, -0.76899, 13.64205], [2.40673, 1.34415, 13.85491], [1.14103, 1.47910, 16.06878], [1.28332, -0.33704, 16.28409], [0.02615, 0.31345, 15.44617], [6.01765, 7.94696, 8.69217], [7.30901, 7.55070, 9.21754], [6.96337, 6.52700, 10.09241], [5.70856, 6.05942, 9.79357], [5.18707, 5.03689, 10.27631], [5.19243, 6.86416, 8.83137], [7.88545, 8.44433, 10.00741], [6.24595, 8.20474, 7.65799], [5.60250, 8.73619, 9.31896], [8.03919, 7.34123, 8.43584], [6.32275, 1.84775, 5.88658], [7.29295, 1.01346, 6.72633], [6.64880, 0.95275, 7.87786], [5.68615, 1.85688, 8.04426], [5.22132, 2.13350, 9.14776], [5.60631, 2.58065, 6.94954], [8.31142, 1.81236, 6.90757], [5.65067, 1.14156, 5.39903], [6.79260, 2.58937, 5.24056], [7.54504, 0.14923, 6.11178]], "forces_ev_per_angstrom": [[-1.71, -1.41, -0.11], [-1.64, -0.63, 1.90], [-3.89, 1.50, -0.20], [2.88, 3.89, -2.48], [0.83, -0.33, 3.68], [1.47, -3.30, -2.63], [0.48, -0.51, -1.19], [3.38, 2.30, -2.20], [-2.22, 2.81, 2.28], [-2.19, -2.10, -3.02], [1.41, -3.19, 3.75], [2.06, -0.91, 1.73], [-4.11, 0.50, 2.31], [1.64, -3.42, -1.57], [-2.56, 2.18, -4.14], [3.20, 2.15, 2.46], [-1.51, -0.22, 0.42], [0.91, -3.24, -2.50], [-0.63, 1.38, 1.96], [0.81, 2.30, 0.31], [0.56, -0.19, -0.16], [0.85, 0.19, -0.08], [-0.17, 0.19, -0.52], [-0.33, 2.42, -1.08], [1.02, -0.98, 1.06], [-0.33, -2.06, 0.09], [-1.20, -3.57, 1.31], [2.05, 4.27, -1.89], [-1.18, -2.18, 0.29], [0.84, 2.00, 0.71], [-1.18, 0.31, -0.15], [0.16, 0.57, -0.44], [0.14, -0.87, 0.16], [-1.01, 0.23, 0.74], [-2.12, 1.80, -3.65], [-0.41, -3.80, 2.93], [-0.24, 2.36, 4.24], [0.83, -0.96, -3.47], [-0.58, -0.11, -2.17], [3.87, 1.23, 0.48], [-0.34, 0.50, -0.32], [-0.12, -0.33, -0.01], [0.27, -0.75, 1.17]], "nbo_charge": [1.23, -0.73, -0.01, 0.06, 0.00, 0.05, -0.82, -0.02, 0.05, 0.00, 0.00, -0.67, 0.08, 0.00, 0.12, -0.05, -0.67, 0.73, -0.56, -0.52, 0.23, 0.23, 0.23, -0.13, 0.45, -0.48, 0.98, -0.55, -0.46, -0.33, 0.20, 0.21, 0.14, -0.12, 0.44, -0.48, 0.98, -0.55, -0.47, -0.34, 0.19, 0.21, 0.16]}